Record 1
A structure of composition C20H17IrN2O6P. Source: OMol25; level of theory: ωB97M-V/def2-TZVPD.

multiplicity: 5
charge: +1
E_HOMO (alpha / beta): -11.6 / -13.0 eV

```
47
C20H17IrN2O6P (ωB97M-V/def2-TZVPD)
Ir 1.4587 -0.0966 -1.9912
O 5.3158 -0.5222 -0.6572
C 4.1219 -0.6120 -0.6856
O 3.3463 -0.8465 -1.6599
C 3.3866 -0.4866 0.7244
P 1.5696 -0.2957 0.5253
C 0.8452 -1.8733 1.0567
C -0.2471 -2.0443 1.9048
C -0.7975 -3.3043 2.0760
C -0.2696 -4.4042 1.4164
C 0.8277 -4.2441 0.5812
C 1.3718 -2.9904 0.3891
C 1.0141 1.2866 1.2012
C 1.8261 2.3960 0.9316
C 1.3422 3.6718 1.1408
C 0.0412 3.8676 1.5795
C -0.7686 2.7721 1.8389
C -0.2922 1.4889 1.6529
H 3.8328 0.3484 1.2687
H 3.6089 -1.4138 1.2617
H -0.6563 -1.2108 2.4526
H -1.6484 -3.4267 2.7305
H -0.7078 -5.3809 1.5523
H 1.2472 -5.0983 0.0740
H 2.2079 -2.8762 -0.2881
H 2.8149 2.2702 0.5126
H 1.9639 4.5201 0.9085
H -0.3427 4.8678 1.6981
H -1.7889 2.9201 2.1517
H -0.9447 0.6523 1.8358
C -1.7599 -2.3090 -1.5354
C -1.7712 -0.8385 -1.6672
N -0.7460 -0.0569 -1.9831
C -1.2026 1.2446 -1.9529
C -2.5333 1.2327 -1.6161
N -2.8564 -0.0848 -1.4394
C -3.5776 2.2811 -1.3588
O -3.2813 3.5116 -1.6605
O -4.6171 1.9148 -0.8747
C -0.2349 2.3808 -2.1276
O -0.6670 3.5234 -2.1290
O 0.9824 2.0310 -2.2054
H -0.7401 -2.6805 -1.5746
H -2.3318 -2.7725 -2.3386
H -2.2159 -2.5971 -0.5891
H -3.7848 -0.3899 -1.1741
H -2.3410 3.6755 -1.9561
```

Record 2
A cluster of 11 separate species, C31H84N2O11 in total. Source: OMol25; level of theory: ωB97M-V/def2-TZVPD.

multiplicity: 1
relative energy (zero: lowest compared OMol25 entry of this formula, charge and spin): 11.532 eV
E_HOMO: -9.3 eV
SMILES string: NC(N)=O.CC(C)O.CC(C)O.CC(C)O.CC(C)O.CC(C)O.CC(C)O.CC(C)O.CC(C)O.CC(C)O.CC(C)O

```
128
C31H84N2O11 (ωB97M-V/def2-TZVPD)
C 0.0926 0.7558 -4.2919
O -0.3694 0.3708 -3.0419
N 1.3526 0.7768 -4.5699
N -0.6924 0.9758 -5.2279
H 2.0716 0.4768 -3.9569
H 1.5186 0.9468 -5.5369
H -1.6784 0.9358 -4.9689
H -0.4104 1.2978 -6.1809
C 0.6986 0.3998 0.8571
C -0.2724 1.3738 0.1591
C 0.5076 2.3628 -0.7169
O -1.2134 0.8848 -0.5369
H 0.1336 -0.3812 1.3401
H 1.4206 0.9298 1.5911
H 1.2736 -0.1492 0.1351
H -0.7674 1.9838 0.9001
H 1.0516 1.8888 -1.4929
H 1.2006 2.9398 -0.1519
H -0.1164 3.0328 -1.2739
H -0.8844 0.6518 -1.3989
C 5.1776 3.2668 -0.6689
C 4.2426 2.3398 -1.3829
C 3.4136 3.1918 -2.3149
O 4.8246 1.3828 -1.9819
H 5.9956 3.6518 -1.2369
H 5.5416 2.7078 0.1271
H 4.5606 3.9938 -0.0559
H 3.5706 1.8848 -0.6409
H 4.0266 3.8438 -3.0039
H 2.6846 3.7898 -1.6989
H 2.8786 2.5118 -2.9829
H 4.1676 0.6518 -2.0679
C 3.4786 2.1528 4.8701
C 3.6926 1.6298 3.4641
C 3.3796 2.7188 2.4731
O 4.8596 1.2708 3.2341
H 2.4956 2.6078 4.8611
H 4.1836 2.8968 5.1511
H 3.3706 1.3638 5.6541
H 3.0666 0.7268 3.3271
H 3.3786 2.2938 1.4851
H 4.0186 3.6048 2.5051
H 2.3896 3.1478 2.5191
H 4.8436 0.7448 2.3581
C -0.2334 1.6878 4.2211
C 0.0196 0.6378 5.2911
C 0.7906 -0.5162 4.7001
O 0.6376 1.0418 6.2821
H -0.5224 1.0878 3.3261
H 0.7076 2.2578 4.0041
H -1.1374 2.2508 4.5231
H -0.9764 0.2648 5.6511
H 0.8816 -1.3652 5.3661
H 1.8076 -0.3022 4.5181
H 0.4576 -0.8972 3.7281
H 0.4866 0.4718 7.0021
C -3.2694 1.0418 -3.5549
C -4.1154 0.7918 -4.7949
C -4.8864 2.0778 -5.2589
O -3.4224 0.3588 -5.7459
H -2.9174 0.1018 -3.1849
H -3.9344 1.5288 -2.7599
H -2.5234 1.8078 -3.6949
H -4.8114 0.0338 -4.4339
H -5.4884 2.5278 -4.4979
H -5.4654 1.8158 -6.1299
H -4.1564 2.8798 -5.6309
H -3.9584 0.0118 -6.5029
C -3.2154 0.2188 2.6331
C -3.5254 -1.2392 2.8111
C -2.3134 -1.9432 3.4211
O -4.4334 -1.4672 3.6251
H -2.7234 0.6648 3.4291
H -4.0474 0.8478 2.3801
H -2.5664 0.3708 1.7441
H -3.7894 -1.7112 1.8461
H -2.3954 -3.0052 3.3021
H -2.1274 -1.6632 4.4921
H -1.4604 -1.6302 2.8041
H -5.2004 -0.9942 3.2921
C -4.5404 -0.5302 -0.9209
C -5.9384 0.0678 -1.0219
C -6.0784 1.3858 -0.3179
O -6.4564 0.1758 -2.1869
H -4.3634 -1.4992 -1.3669
H -4.3944 -0.5722 0.1181
H -3.7914 0.1978 -1.2499
H -6.6324 -0.6222 -0.5989
H -5.3354 2.1508 -0.5929
H -5.7744 1.1908 0.7031
H -7.1404 1.6718 -0.2229
H -6.6364 -0.7472 -2.5819
C 0.9396 -3.6632 2.5561
C 2.3966 -3.7422 2.2021
C 3.0406 -2.3392 2.1941
O 3.0926 -4.4452 2.9651
H 0.5466 -4.6462 2.6831
H 0.3496 -3.1632 1.7921
H 0.6796 -3.0632 3.4421
H 2.4326 -4.2072 1.2001
H 3.9906 -2.4342 1.8031
H 2.9826 -1.8752 3.1761
H 2.5476 -1.6212 1.5141
H 3.8716 -4.8112 2.5751
C 4.2076 -1.7092 -3.6029
C 3.0786 -1.3982 -2.6509
C 3.2236 -2.1222 -1.2499
O 2.8126 -0.1942 -2.4419
H 5.1496 -1.2852 -3.2729
H 4.1016 -1.3112 -4.5779
H 4.3226 -2.7772 -3.7979
H 2.2096 -1.8502 -3.1669
H 2.4666 -1.7772 -0.5429
H 4.2266 -2.0322 -0.9399
H 2.9246 -3.1592 -1.4339
H 1.9886 -0.1822 -1.9379
C -0.0614 -2.5872 -1.3919
C -1.6064 -2.4672 -1.0689
C -2.2274 -3.8512 -0.7879
O -1.9054 -1.7532 -0.0949
H 0.2196 -1.5762 -1.6839
H 0.1466 -3.3302 -2.1809
H 0.4646 -2.8692 -0.5009
H -2.1294 -1.9702 -1.9189
H -1.8894 -4.5012 -1.5949
H -3.3024 -3.9402 -0.7259
H -1.8004 -4.2152 0.1861
H -1.7354 -0.8692 -0.3159
```

Record 3
A cluster of 2 separate species, C4H13N3 in total. Source: OMol25; level of theory: ωB97M-V/def2-TZVPD.

multiplicity: 1
relative energy (zero: lowest compared OMol25 entry of this formula, charge and spin): 6.067 eV
E_HOMO (alpha / beta): -7.2 / -6.8 eV

```
20
C4H13N3 (ωB97M-V/def2-TZVPD)
C -2.2627 0.0657 0.4429
C -0.1983 1.2767 1.0329
C -0.0756 -1.1543 0.8813
C -0.7295 0.0715 0.4022
N 0.8838 -0.7324 -1.9182
N 2.7003 -0.1981 -0.6646
N 1.8403 -1.1982 -1.1503
H -2.6808 0.3231 1.4433
H -2.8165 0.9188 -0.0997
H -2.6098 -0.9711 0.2021
H -0.7037 2.2626 0.7987
H 0.8594 1.2433 0.7928
H -0.2244 1.0461 2.1460
H 0.5243 -1.2378 1.7172
H -0.4482 -2.1362 0.5348
H -0.4239 0.0473 -0.8291
H 1.2041 0.1456 -2.3324
H 0.3741 -1.3176 -2.5132
H 3.5721 -0.7366 -0.3774
H 2.7600 0.5701 -1.3096
```

Record 4
A cluster of 2 separate species, CH3BrClP in total. Source: OMol25; level of theory: ωB97M-V/def2-TZVPD.

multiplicity: 1
relative energy (zero: lowest compared OMol25 entry of this formula, charge and spin): 2.563 eV
E_HOMO (alpha / beta): -10.1 / -8.8 eV

```
7
CH3BrClP (ωB97M-V/def2-TZVPD)
C -0.0229 -0.3346 -0.1554
P -0.7879 -2.0241 -0.4022
Cl -0.0954 -2.1880 -2.2780
Br 1.4417 -2.9534 2.1198
H -0.3782 0.0535 0.8942
H -0.4020 0.2282 -1.1014
H 1.1182 -0.6159 -0.2291
```

Number 1: energy -48400.85593 eV. Number 2: energy -59002.07661 eV. Number 3: energy -8823.34536 eV. Number 4: energy -92937.77980 eV.